1.
Molecular formula: C36H70Cl32N
Method: DFT, ωB97M-V with the def2-TZVPD basis set

orbital gap: 4.21 eV
largest force on an atom: 3.94 eV/A
E_tot: -440678.299 eV
LUMO: 0.0552 Ha

Structure (ORCA input):
```
! RIJCOSX wB97M-V def2-TZVPD def2/J DEFGRID3
* xyz -1 1
C -2.38 0.86 3.71
C -2.74 0.94 2.15
C -3.00 -0.49 1.49
N -1.91 -1.47 1.73
C -0.71 -1.06 1.11
Cl -0.61 -0.12 -0.46
C 0.52 -1.42 1.72
C 0.43 -2.27 3.07
Cl 2.16 -1.02 1.04
H -1.24 0.75 3.79
H -2.79 -0.12 4.13
H -2.74 1.75 4.30
H -1.97 1.51 1.56
H -3.72 1.52 2.07
H -3.92 -0.92 2.00
H -3.19 -0.31 0.38
H -0.24 -3.16 2.81
H 1.43 -2.66 3.41
H -0.07 -1.58 3.82
Cl 2.07 3.66 -4.73
C 1.61 3.86 -3.02
C 1.41 2.54 -2.32
Cl -0.03 1.67 -2.91
H 0.70 4.48 -2.99
H 2.41 4.42 -2.54
H 1.25 2.70 -1.25
H 2.27 1.88 -2.44
Cl -2.21 4.61 -5.58
C -2.03 2.90 -6.05
C -3.28 2.36 -6.71
Cl -4.63 2.21 -5.56
H -1.76 2.33 -5.16
H -1.19 2.85 -6.75
H -3.08 1.36 -7.09
H -3.60 2.99 -7.53
Cl 2.77 3.22 0.44
C 2.38 3.42 2.17
C 1.04 2.81 2.52
Cl -0.32 3.70 1.80
H 2.41 4.48 2.39
H 3.18 2.93 2.73
H 0.90 2.83 3.60
H 0.98 1.77 2.19
Cl -0.49 5.90 4.22
C -2.10 6.64 4.06
C -2.99 6.32 5.24
Cl -3.45 4.60 5.29
H -2.54 6.30 3.12
H -1.95 7.72 3.99
H -3.92 6.89 5.18
H -2.51 6.57 6.19
Cl 2.32 6.60 3.41
C 2.87 8.20 3.99
C 3.15 8.20 5.48
Cl 1.66 8.02 6.44
H 2.11 8.93 3.72
H 3.78 8.44 3.44
H 3.60 9.15 5.76
H 3.83 7.39 5.76
Cl -4.98 -2.36 -0.08
C -3.85 -3.72 -0.20
C -4.53 -4.99 -0.68
Cl -5.65 -5.65 0.54
H -3.37 -3.86 0.77
H -3.07 -3.43 -0.92
H -3.78 -5.76 -0.86
H -5.08 -4.83 -1.60
Cl -4.85 -10.63 -1.24
C -5.38 -9.01 -1.78
C -4.68 -8.58 -3.06
Cl -2.95 -8.24 -2.79
H -5.21 -8.31 -0.97
H -6.46 -9.08 -1.96
H -5.13 -7.65 -3.42
H -4.77 -9.33 -3.84
Cl 2.29 -11.35 -3.79
C 0.69 -10.57 -3.88
C -0.16 -10.86 -2.66
Cl -0.67 -12.57 -2.58
H 0.20 -10.91 -4.79
H 0.86 -9.50 -3.96
H -1.07 -10.26 -2.69
H 0.37 -10.62 -1.74
Cl -3.28 -11.27 -4.46
C -3.08 -12.98 -4.90
C -4.31 -13.55 -5.57
Cl -5.68 -13.69 -4.45
H -2.82 -13.53 -3.99
H -2.22 -13.03 -5.58
H -4.09 -14.55 -5.94
H -4.62 -12.94 -6.42
Cl -0.41 2.87 6.58
C 0.15 4.46 7.16
C 0.42 4.46 8.65
Cl -1.07 4.30 9.60
H -0.60 5.20 6.88
H 1.07 4.69 6.61
H 0.88 5.41 8.93
H 1.09 3.65 8.93
Cl -5.44 3.18 1.52
C -5.46 4.54 0.37
C -4.77 4.19 -0.93
Cl -3.01 4.00 -0.73
H -5.00 5.40 0.85
H -6.51 4.77 0.18
H -4.92 5.00 -1.65
H -5.16 3.27 -1.36
Cl 4.45 10.92 2.99
C 3.50 11.87 1.82
C 2.02 11.54 1.88
Cl 1.66 9.90 1.29
H 3.90 11.68 0.83
H 3.65 12.92 2.07
H 1.46 12.23 1.25
H 1.63 11.62 2.90
Cl 5.78 7.70 -0.86
C 5.52 6.01 -1.35
C 5.42 5.86 -2.86
Cl 3.92 6.58 -3.50
H 4.63 5.64 -0.85
H 6.38 5.44 -0.99
H 5.39 4.80 -3.12
H 6.26 6.32 -3.37
Cl 7.40 3.60 -2.97
C 9.15 3.90 -2.99
C 9.65 4.44 -1.66
Cl 9.07 6.09 -1.35
H 9.37 4.58 -3.81
H 9.63 2.94 -3.20
H 10.74 4.48 -1.67
H 9.34 3.80 -0.83
Cl 0.92 -15.53 -3.37
C 2.09 -15.03 -2.12
C 3.14 -16.09 -1.86
Cl 2.45 -17.54 -1.07
H 1.53 -14.79 -1.21
H 2.57 -14.12 -2.48
H 3.90 -15.70 -1.19
H 3.62 -16.41 -2.79
*
```

=====

2.
Molecular formula: C36H70F17N9O10P
Method: DFT, ωB97M-V with the def2-TZVPD basis set

orbital gap: 4.51 eV
largest force on an atom: 8.74 eV/A
E_tot: -127811.588 eV
energy relative to the best compared isomer or geometry (same formula, charge and spin): 16.205 eV
LUMO: -0.1875 Ha

Structure (ORCA input):
```
! RIJCOSX wB97M-V def2-TZVPD def2/J DEFGRID3
* xyz 1 1
N -1.48 2.70 3.65
P -0.75 2.38 5.10
O -0.02 3.93 5.56
O -2.08 1.96 6.19
C 0.58 0.99 4.97
N 1.35 0.24 6.03
C 2.26 -0.77 5.30
N 3.07 -1.63 5.99
N 2.06 -0.66 3.77
C 2.71 -1.48 2.67
C 3.67 -0.61 1.64
C 2.93 -0.28 0.18
F 3.41 0.98 -0.42
F 1.48 -0.04 0.54
C 2.92 -1.58 -0.82
F 1.71 -2.38 -0.40
F 4.07 -2.54 -0.57
C 2.67 -1.25 -2.40
F 1.64 -0.14 -2.47
F 1.95 -2.45 -2.96
C 3.97 -0.78 -3.27
F 5.11 -0.44 -2.33
F 3.62 0.57 -3.86
C 4.59 -1.84 -4.31
F 4.99 -3.08 -3.55
F 5.90 -1.27 -4.81
C 3.74 -2.32 -5.59
F 3.14 -3.68 -5.33
F 4.75 -2.60 -6.69
C 2.69 -1.25 -6.25
F 3.52 -0.08 -6.72
F 1.55 -0.85 -5.38
C 1.98 -1.81 -7.66
F 2.91 -1.78 -8.83
F 0.92 -0.77 -7.97
F 1.25 -3.08 -7.49
N 1.10 0.35 3.70
H -1.09 2.06 2.93
H -0.72 4.66 5.44
H -2.25 0.99 5.98
H 2.65 -2.52 6.39
H 4.07 -1.42 6.23
H 3.43 -2.25 3.22
H 1.88 -2.11 2.14
H 4.69 -1.19 1.52
H 3.91 0.41 2.21
H 0.66 0.74 2.84
C 8.09 -7.39 -10.35
O 6.68 -7.37 -10.51
C 5.98 -6.99 -9.32
C 5.39 -5.57 -9.45
N 6.45 -4.55 -9.43
C 6.01 -3.22 -9.85
C 5.41 -3.07 -11.27
O 6.35 -3.26 -12.32
C 6.63 -4.61 -12.65
H 8.52 -7.91 -11.21
H 8.50 -6.38 -10.35
H 8.39 -7.92 -9.44
H 6.60 -7.09 -8.42
H 5.14 -7.69 -9.22
H 4.70 -5.39 -8.62
H 4.82 -5.54 -10.38
H 7.21 -4.85 -10.04
H 6.89 -2.57 -9.79
H 5.29 -2.84 -9.12
H 5.06 -2.04 -11.36
H 4.53 -3.70 -11.42
H 5.76 -5.26 -12.53
H 7.46 -4.97 -12.04
H 6.96 -4.66 -13.69
C 8.46 -7.08 7.24
O 8.70 -6.09 6.25
C 8.37 -6.50 4.92
C 7.09 -5.80 4.43
N 5.90 -6.29 5.14
C 4.71 -5.47 4.95
C 4.77 -3.99 5.38
O 4.86 -3.79 6.79
C 6.17 -3.94 7.33
H 8.96 -6.77 8.16
H 7.39 -7.16 7.46
H 8.86 -8.05 6.94
H 8.29 -7.59 4.84
H 9.20 -6.19 4.29
H 6.97 -5.98 3.36
H 7.23 -4.73 4.58
H 6.10 -6.34 6.13
H 3.91 -5.94 5.53
H 4.40 -5.52 3.89
H 3.83 -3.52 5.07
H 5.56 -3.43 4.85
H 6.95 -3.60 6.64
H 6.33 -4.98 7.61
H 6.23 -3.35 8.24
C -3.38 5.19 4.54
O -3.14 6.18 3.55
C -3.47 5.76 2.22
C -4.75 6.46 1.73
N -5.94 5.97 2.43
C -7.14 6.80 2.24
C -7.07 8.28 2.67
O -6.98 8.48 4.08
C -5.67 8.33 4.62
H -2.88 5.50 5.46
H -4.45 5.10 4.75
H -2.98 4.21 4.24
H -3.55 4.67 2.14
H -2.64 6.08 1.58
H -4.87 6.29 0.65
H -4.61 7.54 1.88
H -5.74 5.93 3.43
H -7.93 6.32 2.82
H -7.44 6.75 1.19
H -8.01 8.75 2.37
H -6.28 8.84 2.15
H -4.89 8.67 3.94
H -5.52 7.28 4.90
H -5.61 8.92 5.54
C -14.31 5.19 3.71
O -13.36 4.16 3.45
C -13.62 3.44 2.23
C -12.59 3.80 1.14
N -12.80 5.17 0.65
C -11.69 5.70 -0.15
C -10.30 5.77 0.51
O -10.20 6.75 1.55
C -10.70 6.32 2.81
H -14.18 5.51 4.74
H -14.13 6.05 3.07
H -15.33 4.83 3.58
H -14.65 3.57 1.88
H -13.49 2.38 2.48
H -12.69 3.10 0.31
H -11.60 3.68 1.58
H -12.94 5.79 1.44
H -11.98 6.71 -0.44
H -11.62 5.11 -1.07
H -9.59 6.10 -0.27
H -9.93 4.80 0.85
H -10.54 5.26 2.99
H -11.76 6.57 2.88
H -10.19 6.89 3.59
*
```